16
Properties=species:S:1:pos:R:3:nbo_charge:R:1 method="wB97M-V/def2-TZVPD" fmax_ha_per_bohr=0.0978 de_lowest_kcal_mol=61.98 gap_ev=11.143 total_charge=+1 smiles="C/C(=C/[NH3+])CO" e_tot_ha=-288.06432
C -0.13 -1.05 -1.70 -0.679
C -0.09 -0.32 -0.37 0.063
C 0.23 -1.07 0.70 -0.139
N 0.24 -0.37 2.06 -0.741
C -0.29 1.39 -0.69 -0.047
O 0.19 1.97 0.52 -0.755
H -1.27 -1.11 -2.09 0.251
H 0.11 -2.10 -1.38 0.222
H 0.53 -0.85 -2.58 0.265
H 0.12 -2.19 0.66 0.253
H -0.51 -0.48 2.83 0.459
H 0.13 0.63 1.69 0.480
H 1.18 -0.40 2.42 0.440
H 0.16 1.64 -1.73 0.226
H -1.29 1.56 -0.72 0.192
H 0.69 2.75 0.37 0.510